This record from the OMol25 dataset describes C42H49AuF6N5O2PSTe2 as an isolated structure. The level of theory is ωB97M-V/def2-TZVPD.

Its energy above the lowest of the compared OMol25 structures with the same formula, charge and spin is 123.0 kJ/mol. The total charge is +2. As for the molar mass: 1285.083 g mol⁻¹. The HOMO energy is -12.86 eV.

XYZ file:
```
109
C42H49AuF6N5O2PSTe2 (ωB97M-V/def2-TZVPD)
Au -1.1162 0.6647 -1.5952
S -0.7276 5.8938 2.3321
C -0.9441 4.5362 1.2329
C -2.0505 3.6798 1.2994
C -2.1199 2.6031 0.4545
N -1.1560 2.3648 -0.4508
C -0.0789 3.1622 -0.5261
C 0.0537 4.2554 0.2971
C -2.3500 6.6333 2.2057
C -2.6022 7.5552 1.2016
C -3.8806 8.0923 1.1221
N -4.8655 7.7709 1.9555
C -4.5972 6.9099 2.9314
C -3.3550 6.3121 3.1058
H -2.8384 3.8437 2.0208
H -2.9254 1.8858 0.5189
H 0.6694 2.9087 -1.2663
H 0.9291 4.8843 0.2170
H -1.8272 7.8552 0.5096
H -4.1223 8.8149 0.3514
H -5.4111 6.6882 3.6119
H -3.1750 5.6396 3.9342
N -2.1235 -0.5648 0.7001
C -3.0145 -1.3179 0.7782
N -4.0046 -2.1527 0.8618
C -3.8004 -3.6087 0.7022
C -4.9137 -4.1716 -0.1680
O -6.1854 -3.7847 0.3260
C -6.3435 -2.3886 0.2730
C -5.3635 -1.7204 1.2234
H -3.8180 -4.0719 1.6907
H -2.8335 -3.7781 0.2321
H -4.8789 -5.2585 -0.1470
H -4.7900 -3.8311 -1.2006
H -7.3675 -2.1632 0.5663
H -6.1720 -2.0286 -0.7531
H -5.5719 -2.0390 2.2470
H -5.4225 -0.6332 1.1648
F -3.1367 -2.0656 -2.2270
P -1.7158 -2.7176 -2.7637
F -0.3031 -3.2143 -3.2540
F -1.1172 -2.4213 -1.2718
F -2.1884 -4.1539 -2.3037
F -1.2579 -1.1088 -3.1342
F -2.3425 -2.8346 -4.2074
C -4.2050 2.6368 -2.0747
Te -3.6749 0.5803 -2.1005
C -3.6075 0.5390 -4.2099
H -5.0091 2.7521 -2.8010
H -3.3586 3.2560 -2.3628
H -4.5675 2.9237 -1.0915
H -2.8409 1.2308 -4.5535
H -4.5939 0.8517 -4.5515
H -3.3850 -0.4772 -4.5253
C 5.0870 -5.8804 2.9606
C 4.1008 -4.9090 2.3755
C 3.6118 -5.0577 1.0895
C 2.6814 -4.1748 0.5429
C 2.1311 -4.4642 -0.8284
C 2.3184 -3.0705 1.3073
Te 1.2995 -1.4136 0.4844
N 1.9517 -1.5585 -1.3886
C 1.6562 -0.4816 -2.0331
O 0.9834 0.5523 -1.5157
C 2.1236 -0.3438 -3.4328
C 2.2008 0.9220 -4.0123
C 2.6727 1.0618 -5.3079
C 3.0510 -0.0619 -6.0292
C 2.9670 -1.3247 -5.4559
C 2.5134 -1.4688 -4.1561
C 2.6913 0.0241 1.1801
C 4.0503 -0.0826 0.8744
C 4.7091 -1.2471 0.1845
C 4.8793 0.9604 1.2919
C 4.4060 2.0613 1.9864
C 5.3273 3.1644 2.4227
C 3.0485 2.1135 2.2894
C 2.1739 1.1078 1.9058
C 0.7337 1.2079 2.3406
C 2.6768 -2.9674 2.6542
C 2.1250 -1.9171 3.5835
C 3.6019 -3.8755 3.1497
H 5.4269 -6.6057 2.2246
H 4.6352 -6.4194 3.7942
H 5.9528 -5.3520 3.3613
H 3.9418 -5.8992 0.4903
H 2.0691 -5.5411 -0.9765
H 2.7868 -4.0551 -1.5977
H 1.1464 -4.0324 -0.9905
H 1.8965 1.7886 -3.4404
H 2.7490 2.0442 -5.7545
H 3.4146 0.0461 -7.0424
H 3.2494 -2.1984 -6.0271
H 2.4276 -2.4477 -3.7051
H 4.0352 -1.8173 -0.4450
H 5.1410 -1.9207 0.9279
H 5.5231 -0.8901 -0.4463
H 5.9365 0.8967 1.0601
H 6.3444 2.9951 2.0760
H 5.3468 3.2389 3.5109
H 4.9890 4.1274 2.0374
H 2.6611 2.9594 2.8496
H 0.4611 2.2513 2.5046
H 0.5797 0.6878 3.2887
H 0.0305 0.7850 1.6219
H 1.1490 -1.5439 3.2599
H 2.8042 -1.0672 3.6751
H 1.9891 -2.3466 4.5750
H 3.9386 -3.7781 4.1766
```